{"formula": "C17H31N2O2P2Sc", "method": "ωB97M-V/def2-TZVPD", "e_homo_ha": -0.4781, "e_above_lowest_kcal_mol": 0.0, "charge": 2, "multiplicity": 1, "homo_lumo_gap_ev": 5.767, "max_force_ev_per_a": 2.05, "energy_ha": -2369.3232, "symbols": ["Sc", "P", "C", "C", "N", "C", "C", "C", "C", "C", "P", "H", "H", "H", "H", "H", "H", "H", "H", "O", "H", "H", "O", "H", "C", "H", "H", "H", "C", "H", "H", "H", "C", "H", "H", "H", "C", "H", "H", "H", "C", "C", "C", "C", "C", "C", "N", "H", "H", "H", "H", "H", "H", "H", "H"], "xyz": [[0.2057, -0.0443, 0.6698], [-2.2936, -0.2685, 0.0680], [-2.1284, 0.1554, -1.7315], [-0.7707, 0.7194, -2.1893], [0.3309, 0.4654, -1.4311], [1.5831, 0.7983, -1.8605], [1.7515, 1.5469, -3.0147], [0.6510, 1.8708, -3.7873], [-0.6233, 1.4134, -3.4024], [2.7493, 0.3719, -0.9882], [2.5599, -1.0814, 0.1709], [-1.5324, 1.6072, -3.9746], [2.7657, 1.8270, -3.3117], [0.7509, 2.4479, -4.7188], [3.5839, 0.0134, -1.6000], [3.1373, 1.2104, -0.3833], [-2.3508, -0.7712, -2.2791], [-2.9461, 0.8690, -1.9546], [-1.1499, -3.7392, -3.0493], [-1.5121, -3.2187, -3.7754], [-2.3409, -3.6976, -3.9569], [-0.6248, -4.0556, 0.0123], [-0.1659, -4.3892, -0.7971], [0.7088, -3.9150, -0.8295], [3.0571, -2.4307, -0.9494], [4.0933, -2.2728, -1.2760], [2.9729, -3.4061, -0.4466], [2.3940, -2.4126, -1.8267], [3.9683, -0.9834, 1.3416], [3.9578, -1.8716, 1.9887], [4.9326, -0.9280, 0.8186], [3.8376, -0.0938, 1.9718], [-3.2445, 1.1874, 0.6913], [-4.2020, 1.2864, 0.1560], [-3.4360, 1.0653, 1.7715], [-2.6410, 2.0985, 0.5597], [-3.5828, -1.5728, 0.1186], [-3.8416, -1.7843, 1.1655], [-4.4958, -1.2728, -0.4128], [-3.1823, -2.4912, -0.3332], [0.8624, 3.1525, 1.0207], [0.3200, 2.5501, 2.2711], [-0.1223, 3.0900, 3.4870], [-0.6812, 2.0116, 4.2528], [-0.5557, 0.8513, 3.4819], [-1.0609, -0.5324, 3.6823], [0.0836, 1.1894, 2.3051], [0.8299, 2.4565, 0.1653], [1.9140, 3.4641, 1.1495], [0.2850, 4.0399, 0.7171], [-0.0600, 4.1356, 3.7698], [-1.1437, 2.0506, 5.2380], [-0.5872, -0.9970, 4.5628], [-2.1470, -0.5285, 3.8542], [-0.8640, -1.1868, 2.8179]]}

---

{"formula": "C17H31N4O3S", "method": "ωB97M-V/def2-TZVPD", "e_homo_ha": -0.0495, "charge": -1, "multiplicity": 1, "homo_lumo_gap_ev": 3.108, "max_force_ev_per_a": 8.09, "energy_ha": -1508.8310, "symbols": ["C", "C", "O", "N", "C", "C", "C", "C", "C", "C", "C", "C", "C", "C", "S", "C", "N", "N", "C", "O", "H", "H", "H", "H", "H", "H", "H", "H", "H", "H", "H", "H", "H", "H", "H", "H", "H", "H", "H", "H", "H", "H", "H", "H", "C", "O", "N", "C", "C", "H", "H", "H", "H", "H", "H", "H"], "xyz": [[-4.8783, 1.0323, 1.7496], [-4.9144, 0.0761, 0.3910], [-5.3226, 0.7151, -0.7406], [-4.5908, -1.3950, 0.3451], [-4.6653, -2.0677, 1.6972], [-3.3399, -1.7269, -0.4226], [-2.3338, -0.4776, -0.7415], [-1.1310, -1.1042, -1.7216], [0.2952, -1.3241, -0.9462], [1.4511, -1.4321, -2.1504], [2.7756, -0.5342, -1.7818], [3.8969, -1.3538, -0.8762], [5.0134, -0.2648, -0.3707], [6.0759, -0.8772, 0.7463], [7.3714, -2.0191, -0.0590], [8.1444, -3.1368, 1.2574], [9.2110, -2.7986, 2.2982], [9.4614, -3.9185, 3.0976], [8.5890, -5.0806, 2.6749], [7.8120, -4.5510, 1.5431], [-4.5145, 2.1235, 1.5039], [-6.0219, 1.1438, 2.0725], [-4.3227, 0.5380, 2.6562], [-5.7329, -1.7938, 2.1530], [-4.7026, -3.2341, 1.5086], [-3.8514, -1.7317, 2.4680], [-2.7229, -2.4893, 0.2520], [-3.6460, -2.3609, -1.3857], [-1.8267, -0.0570, 0.2411], [-2.8175, 0.3858, -1.4056], [-1.0154, -0.4413, -2.7069], [-1.4978, -2.1615, -2.1032], [0.3003, -2.3874, -0.4115], [0.6041, -0.4528, -0.2285], [1.8511, -2.5466, -2.2309], [3.3332, -0.2341, -2.7896], [2.4520, 0.4770, -1.2822], [3.2866, -1.8500, 0.0079], [4.3784, -2.1540, -1.6058], [5.6480, 0.0835, -1.3085], [4.4374, 0.6831, 0.0376], [6.6784, -0.0070, 1.2654], [5.4770, -1.4342, 1.5975], [8.5289, -6.1600, 3.1645], [-2.2067, 4.3775, -0.2480], [-1.6966, 3.3371, -0.6427], [-3.4683, 4.8254, -0.5777], [-4.0021, 6.0717, -0.0678], [-4.2879, 4.0244, -1.4630], [-1.6692, 5.0607, 0.4295], [-4.9139, 5.8611, 0.4987], [-4.2380, 6.7274, -0.9110], [-3.2817, 6.5720, 0.5851], [-4.4385, 3.0383, -1.0134], [-3.7658, 3.9006, -2.4165], [-5.2558, 4.5037, -1.6326]]}

---

{"formula": "C17H31N9O6S2", "method": "ωB97M-V/def2-TZVPD", "e_homo_ha": -0.3428, "multiplicity": 1, "smiles": "CS(=O)(=O)[C@@H]1OS(=O)(=O)O[C@@H]1CC(N)(N)N.CC#N.CC#N.CC#N.CC#N.CC#N.CC#N", "homo_lumo_gap_ev": 9.567, "max_force_ev_per_a": 8.60, "energy_ha": -2406.7479, "symbols": ["C", "S", "O", "O", "C", "O", "S", "O", "O", "O", "C", "C", "C", "N", "N", "N", "H", "H", "H", "H", "H", "H", "H", "H", "H", "H", "H", "H", "H", "C", "C", "N", "H", "H", "H", "C", "C", "N", "H", "H", "H", "C", "C", "N", "H", "H", "H", "C", "C", "N", "H", "H", "H", "C", "C", "N", "H", "H", "H", "C", "C", "N", "H", "H", "H"], "xyz": [[5.5047, -0.1399, 0.8204], [4.8528, 0.6821, -0.6943], [5.9921, 1.4056, -1.2787], [4.4179, -0.3088, -1.6833], [3.5661, 1.9201, -0.2638], [3.6949, 2.4357, 1.0737], [2.3420, 3.4463, 1.2116], [2.3512, 4.6486, 0.3146], [2.0116, 3.6591, 2.5972], [1.2764, 2.3646, 0.5303], [2.0322, 1.5594, -0.4206], [1.5939, 0.0499, -0.4457], [0.1728, -0.2382, 0.1631], [-0.1239, -1.6834, -0.1239], [-0.9033, 0.5871, -0.4498], [0.0953, -0.0887, 1.6402], [4.8152, 0.0578, 1.6769], [6.5232, 0.2884, 1.0071], [5.5509, -1.2416, 0.6213], [3.7916, 2.8016, -0.9200], [1.7623, 2.0548, -1.3961], [2.4001, -0.5501, 0.0564], [1.5614, -0.2603, -1.5239], [0.7472, -2.1581, 0.1519], [-0.1650, -1.8240, -1.1425], [-1.1994, 1.2308, 0.2794], [-1.6841, -0.0709, -0.5222], [-0.3284, -0.9624, 1.9775], [1.0540, -0.1210, 2.0015], [-3.1848, 4.0606, -0.4504], [-3.1390, 2.5859, -0.5464], [-3.1034, 1.4400, -0.6213], [-4.1377, 4.4265, -0.8314], [-3.0749, 4.3669, 0.5896], [-2.3751, 4.4942, -1.0372], [-5.0810, -0.7773, 1.1722], [-4.0376, -1.7977, 1.4021], [-3.2258, -2.5913, 1.5810], [-4.7199, -0.0300, 0.4645], [-5.9764, -1.2474, 0.7686], [-5.3317, -0.2857, 2.1115], [-7.6312, -4.0769, -1.0056], [-7.8617, -3.2887, 0.2255], [-8.0406, -2.6777, 1.1826], [-7.0934, -4.9928, -0.7632], [-8.5854, -4.3345, -1.4638], [-7.0420, -3.4945, -1.7130], [7.0873, -4.1126, -1.1902], [6.8544, -3.3579, 0.0598], [6.6733, -2.7684, 1.0303], [7.6295, -5.0318, -0.9713], [6.1338, -4.3624, -1.6540], [7.6730, -3.5088, -1.8824], [-0.6327, 7.8534, -0.6304], [0.4423, 6.8531, -0.4321], [1.2789, 6.0709, -0.2774], [-0.2988, 8.6206, -1.3278], [-1.5212, 7.3682, -1.0336], [-0.8837, 8.3217, 0.3210], [-1.6006, -5.2183, 0.6115], [-1.8730, -6.2870, -0.3764], [-2.0844, -7.1162, -1.1443], [-2.3992, -4.4781, 0.5886], [-1.5409, -5.6451, 1.6120], [-0.6565, -4.7284, 0.3768]]}

---

{"formula": "C17H31NSi", "method": "ωB97M-V/def2-TZVPD", "e_homo_ha": -0.3027, "multiplicity": 1, "smiles": "CCCN(CCC)[C@@H]1CC=C(C#C[Si](C)(C)C)CC1", "homo_lumo_gap_ev": 8.996, "max_force_ev_per_a": 3.07, "energy_ha": -1010.5520, "symbols": ["C", "C", "C", "C", "N", "C", "C", "C", "C", "C", "C", "C", "C", "C", "C", "C", "C", "C", "Si", "H", "H", "H", "H", "H", "H", "H", "H", "H", "H", "H", "H", "H", "H", "H", "H", "H", "H", "H", "H", "H", "H", "H", "H", "H", "H", "H", "H", "H", "H", "H"], "xyz": [[0.8894, -1.5495, 2.2283], [1.2728, -2.0472, 3.2868], [0.5105, -0.7979, 1.0699], [-0.6269, -1.0937, 0.4588], [-0.9194, 1.3588, -2.4521], [-4.0084, 1.5392, -2.5972], [-1.2861, -0.1788, -4.8807], [1.4666, 0.2038, 0.4850], [-1.2228, -0.2797, -0.6417], [-1.6983, 2.5048, -1.9540], [-0.2069, 1.8172, -3.6793], [-3.0533, 2.7285, -2.7023], [0.0181, 0.5961, -4.6127], [0.8381, 1.1440, -0.5723], [-0.1773, 0.4515, -1.4849], [3.4049, -0.7989, 4.7782], [0.9097, -2.0473, 6.2691], [3.1618, -3.7954, 4.9090], [2.1582, -2.2031, 4.8286], [-1.2317, -1.8730, 0.9063], [-4.2060, 1.3217, -1.5506], [-4.9573, 1.7680, -3.0951], [-3.5501, 0.6517, -3.0296], [-1.6080, -0.7991, -4.0498], [-1.2043, -0.8741, -5.6994], [-2.1038, 0.5027, -5.1262], [2.3172, -0.3500, 0.0528], [1.9009, 0.7621, 1.3287], [-1.8794, -0.8589, -1.2933], [-1.8736, 0.4920, -0.1794], [-1.0637, 3.3935, -2.0178], [-1.8922, 2.3368, -0.8909], [0.6813, 2.4486, -3.4622], [-0.8760, 2.5462, -4.1750], [-3.5190, 3.6261, -2.2655], [-2.8457, 3.0077, -3.7421], [0.7557, -0.0553, -4.1522], [0.4333, 0.9035, -5.5542], [0.3504, 2.0133, -0.0994], [1.6233, 1.5990, -1.1773], [0.3515, -0.2990, -2.1046], [2.8393, 0.1235, 4.8811], [4.1704, -0.8156, 5.5438], [3.9388, -0.7926, 3.8423], [-0.0370, -1.8345, 5.7531], [1.1351, -1.2712, 7.0084], [0.8921, -2.9919, 6.8266], [2.4676, -4.6375, 5.1600], [3.9169, -3.6793, 5.6906], [3.6430, -3.9166, 3.9344]]}